# 1
Computed, not measured: a molecular structure, C33H45F4N3O3PReSiTe in a non-equilibrium geometry, with the ωB97M-V functional and the def2-TZVPD basis.

The geometry in XYZ format:
```
92
Properties=species:S:1:pos:R:3:forces:R:3
Re -0.9540 0.0274 -0.1022 0.29 3.01 -1.60
C -4.0026 0.0846 -0.5274 -0.55 -0.25 0.39
N -2.8524 0.8658 -0.9918 0.39 -0.25 0.43
C -2.9034 0.9151 -2.4613 0.31 -0.12 -0.34
C -2.9105 2.2425 -0.4527 0.10 0.40 0.44
C -1.4995 2.8693 -0.3961 -0.74 0.33 -0.38
N -0.5117 1.8744 -0.7908 -0.79 -3.35 2.13
C 0.6761 2.3949 -1.2841 1.52 0.47 -0.62
C 1.0545 2.1654 -2.6151 -0.29 0.06 0.33
F 0.2552 1.3948 -3.3662 0.15 0.08 -0.14
C 2.1580 2.7864 -3.1810 0.02 0.17 0.24
F 2.4285 2.5980 -4.4724 -0.10 -0.06 0.07
C 2.9514 3.6379 -2.4304 -0.36 -0.24 0.19
C 2.6153 3.8604 -1.1052 -0.11 -0.10 -0.10
F 3.3672 4.6687 -0.3572 -0.13 -0.09 -0.02
C 1.4943 3.2646 -0.5439 -0.25 -0.24 0.07
F 1.1731 3.5173 0.7370 0.11 -0.05 -0.21
H -4.9454 0.5673 -0.8070 0.07 0.04 -0.07
H -3.9795 -0.0283 0.5598 0.01 -0.02 -0.19
H -3.9758 -0.9070 -0.9841 0.04 0.07 0.07
H -3.8231 1.4008 -2.7974 -0.01 0.00 0.14
H -2.8755 -0.0963 -2.8587 0.01 -0.02 -0.01
H -2.0441 1.4586 -2.8388 0.01 0.07 -0.07
H -3.3083 2.2007 0.5598 -0.05 -0.09 -0.16
H -3.5861 2.8515 -1.0585 0.01 -0.06 -0.05
H -1.3060 3.2166 0.6266 0.07 -0.13 -0.16
H -1.4244 3.7341 -1.0613 0.02 -0.06 -0.01
H 3.7986 4.1353 -2.8684 0.17 0.04 -0.08
C -0.4734 -1.2300 -1.7553 0.40 0.41 0.61
Si 1.2626 -2.0490 -1.6302 0.00 -0.29 0.71
C 1.4778 -2.0287 0.2897 0.17 -0.48 -1.23
N 0.6962 -0.9662 0.9706 -0.20 0.58 -0.27
C 0.0613 -1.5553 2.1663 -0.30 -0.58 0.94
C 1.0626 -2.0231 3.2161 0.06 0.21 0.02
C 1.8894 -0.8247 3.6639 0.15 -0.12 -0.03
C 2.5909 -0.1972 2.4634 -0.23 -0.03 0.11
C 1.5814 0.1525 1.3700 0.69 0.50 0.22
C 2.8119 -1.2671 -2.3972 -0.60 0.06 0.02
C 2.7879 -0.5081 -3.5643 -0.12 -0.10 0.10
C 3.9565 -0.0623 -4.1561 0.09 0.07 -0.17
C 5.1831 -0.3675 -3.5928 -0.03 0.00 0.01
C 5.2320 -1.1292 -2.4367 0.12 0.00 0.00
C 4.0611 -1.5762 -1.8552 -0.22 -0.09 0.18
C 1.1606 -3.8303 -2.2781 0.00 0.46 0.31
C 1.2569 -4.9599 -1.4680 0.02 0.26 0.12
C 1.1573 -6.2328 -1.9987 0.00 -0.21 0.03
C 0.9587 -6.4051 -3.3567 -0.01 0.05 -0.02
C 0.8694 -5.2948 -4.1815 -0.03 -0.07 -0.12
C 0.9701 -4.0262 -3.6453 0.03 0.21 0.13
H -1.1942 -2.0650 -1.7131 -0.01 -0.09 0.11
H -0.5684 -0.8087 -2.7538 -0.31 0.29 -0.06
H 2.5269 -1.9498 0.5613 0.02 0.01 0.09
H 1.1457 -2.9961 0.6592 -0.09 -0.03 0.08
H -0.5792 -2.3852 1.8429 0.01 0.24 0.03
H -0.5623 -0.8032 2.6514 0.13 -0.23 -0.23
H 1.7160 -2.8026 2.8265 0.01 -0.14 0.00
H 0.5068 -2.4381 4.0575 -0.06 -0.05 -0.08
H 2.6233 -1.1203 4.4131 -0.02 0.03 0.05
H 1.2212 -0.0928 4.1210 -0.03 0.09 0.10
H 3.3578 -0.8757 2.0862 0.07 0.04 -0.01
H 3.0893 0.7263 2.7600 0.08 0.02 -0.09
H 2.1058 0.4837 0.4680 -0.12 0.06 0.03
H 0.9526 0.9715 1.7399 -0.01 -0.09 -0.11
H 1.8417 -0.2794 -4.0254 -0.17 0.10 -0.17
H 3.9068 0.5183 -5.0648 0.01 0.04 -0.08
H 6.0958 -0.0296 -4.0587 0.09 0.05 -0.04
H 6.1847 -1.3846 -1.9963 0.06 -0.03 0.03
H 4.1236 -2.2027 -0.9771 0.07 -0.06 0.16
H 1.4205 -4.8508 -0.4060 0.00 -0.05 0.16
H 1.2353 -7.0940 -1.3515 0.01 -0.06 0.06
H 0.8734 -7.3969 -3.7721 0.01 -0.11 -0.04
H 0.7224 -5.4199 -5.2427 -0.02 -0.02 -0.13
H 0.9056 -3.1618 -4.2893 -0.01 0.09 -0.26
C -6.0620 2.4488 2.4394 0.34 -0.10 0.22
C -5.1063 1.6080 3.2665 -0.93 -0.21 0.21
O -3.8136 1.7279 2.6926 1.09 -0.09 -0.27
P -2.6228 0.6729 2.9790 -2.00 -1.13 2.01
O -1.6500 0.9563 1.8730 1.74 -0.04 -2.64
Te -3.4283 -1.5597 3.2324 0.29 0.56 -0.32
O -1.9792 1.1115 4.3814 -0.14 -0.30 -0.63
C -1.6046 2.4755 4.6108 0.21 0.54 0.14
C -0.1656 2.5592 5.0842 -0.32 -0.13 -0.12
H -7.0775 2.3046 2.7898 -0.17 0.01 0.07
H -6.0120 2.1551 1.3940 -0.03 -0.06 -0.12
H -5.8070 3.5015 2.5198 -0.02 0.15 -0.04
H -5.4067 0.5491 3.2506 0.09 0.29 0.06
H -5.0823 1.9445 4.3084 0.04 -0.04 -0.10
H -2.2753 2.8652 5.3826 0.02 -0.03 -0.16
H -1.7434 3.0571 3.6942 -0.04 0.04 0.12
H -0.0086 1.8749 5.9136 0.05 -0.02 0.11
H 0.0436 3.5722 5.4146 0.06 0.12 0.07
H 0.5280 2.3115 4.2855 0.09 -0.07 -0.13
```
Forces are in eV/Å.

As for the expectation value of S²: 0.79. As for the HOMO energy (alpha / beta): -9.81 / -9.81 eV. Its net charge is +1. The spin multiplicity is 2. The HOMO-LUMO gap (alpha / beta) comes out at 4.85 / 5.51 eV.

---

# 2
Computed, not measured: a molecular structure, C33H45FN4O2P2Pt, with the ωB97M-V functional and the def2-TZVPD basis.

The geometry in XYZ format:
```
88
Properties=species:S:1:pos:R:3:forces:R:3
Pt -0.1832 -1.2843 -0.3712 0.17 0.07 0.06
N -2.8089 -3.3725 -0.8591 0.09 0.08 0.05
C -3.4958 -3.1896 0.3093 -0.11 -0.01 0.09
C -4.5937 -4.0215 0.6108 0.05 0.06 -0.02
C -5.3197 -3.8708 1.7680 -0.03 -0.05 -0.03
C -4.9872 -2.8822 2.6911 0.02 0.05 0.05
C -3.8985 -2.0789 2.4313 -0.02 -0.07 0.00
C -3.1356 -2.2131 1.2633 0.04 -0.10 -0.17
P -1.6944 -1.1232 1.1936 0.39 0.24 0.04
C -0.9723 -1.3297 2.8440 -0.09 -0.09 0.14
C -1.0835 -0.3805 3.8526 0.08 0.02 0.01
C -0.5522 -0.6374 5.1117 0.01 0.03 0.00
C 0.0817 -1.8412 5.3692 0.01 -0.01 -0.01
C 0.1822 -2.7999 4.3669 -0.01 0.03 -0.02
C -0.3422 -2.5449 3.1128 -0.01 -0.01 0.07
C -2.2838 0.5895 1.1252 -0.16 -0.06 0.12
C -3.6196 0.8931 0.8841 0.02 0.02 0.03
C -4.0212 2.2169 0.7850 0.03 0.04 0.00
C -3.0907 3.2393 0.9239 -0.04 -0.04 -0.01
C -1.7566 2.9347 1.1553 0.03 -0.01 0.02
C -1.3503 1.6126 1.2541 0.03 0.04 -0.04
H -3.2567 -3.9665 -1.5361 -0.05 -0.02 0.01
H -2.3934 -2.5118 -1.2344 -0.01 0.01 -0.07
H -4.8692 -4.7850 -0.1076 0.00 -0.01 0.00
H -6.1612 -4.5265 1.9554 0.00 0.00 0.00
H -5.5561 -2.7538 3.6013 -0.01 0.00 -0.01
H -3.6188 -1.3277 3.1599 0.02 0.02 0.01
H -1.5764 0.5644 3.6652 -0.02 -0.01 -0.01
H -0.6374 0.1108 5.8894 0.00 0.00 0.01
H 0.4984 -2.0355 6.3490 0.00 0.00 0.00
H 0.6764 -3.7431 4.5592 0.00 0.00 0.01
H -0.2558 -3.2903 2.3324 -0.01 0.01 -0.02
H -4.3410 0.0969 0.7549 0.00 -0.01 0.01
H -5.0605 2.4492 0.5918 0.00 0.01 0.00
H -3.4044 4.2722 0.8424 -0.01 0.00 0.00
H -1.0238 3.7267 1.2466 0.00 0.00 0.00
H -0.2999 1.3788 1.3788 -0.03 0.01 -0.01
C 2.5820 3.6676 -3.5615 0.01 0.00 0.01
N 1.7439 3.1307 -2.5080 0.00 -0.01 -0.01
C 0.5971 3.9597 -2.1691 -0.01 0.00 -0.01
P 2.2341 1.9312 -1.4686 0.06 0.03 -0.11
O 1.1096 1.5965 -0.5679 0.04 -0.16 0.10
N 2.8336 0.7836 -2.5168 -0.08 -0.03 0.07
C 1.9408 0.3216 -3.5729 0.00 0.01 -0.03
C 3.6585 -0.3080 -2.0010 0.02 -0.03 0.01
N 3.5883 2.3195 -0.5842 -0.02 0.06 -0.02
C 3.4199 2.8512 0.7584 0.01 -0.02 0.02
C 4.8318 2.7191 -1.2184 0.01 0.00 0.01
H 1.9717 3.8791 -4.4445 0.00 0.00 -0.01
H 3.3470 2.9465 -3.8429 0.00 0.00 0.00
H 3.0724 4.6018 -3.2638 0.00 0.00 0.00
H -0.0184 4.1153 -3.0600 0.00 0.00 0.00
H 0.9066 4.9425 -1.7937 0.01 0.00 0.00
H -0.0057 3.4606 -1.4143 0.02 0.01 -0.01
H 1.4019 1.1544 -4.0194 0.00 0.00 0.02
H 1.2025 -0.3987 -3.1966 0.00 -0.02 0.01
H 2.5297 -0.1755 -4.3462 0.00 0.01 -0.01
H 4.2742 0.0319 -1.1736 0.00 0.01 0.01
H 4.3057 -0.6724 -2.8024 0.00 0.01 0.00
H 3.0507 -1.1449 -1.6395 -0.01 0.01 -0.01
H 2.4784 2.5039 1.1750 0.00 0.00 0.00
H 3.4278 3.9483 0.7670 0.00 0.00 0.00
H 4.2380 2.5024 1.3945 0.00 0.00 0.00
H 4.9252 2.2569 -2.1989 0.00 0.00 0.00
H 5.6763 2.3908 -0.6063 0.00 0.00 0.00
H 4.9038 3.8074 -1.3345 0.00 0.00 0.00
C -1.7963 1.2564 -2.5555 -0.04 -0.04 -0.02
C -2.3790 -0.1511 -2.4713 0.30 0.29 0.06
C -2.0270 -0.9759 -3.7053 0.03 0.01 0.01
O -1.9636 -0.7920 -1.3002 -0.56 -0.48 -0.28
H -2.1276 1.7758 -3.4593 0.00 0.00 0.01
H -0.7046 1.2074 -2.5506 0.01 0.00 -0.01
H -2.0983 1.8390 -1.6836 -0.01 0.00 0.02
H -3.4757 -0.0656 -2.4157 0.01 0.01 -0.04
H -0.9488 -1.1602 -3.7252 0.00 0.00 -0.02
H -2.3027 -0.4614 -4.6286 -0.03 0.00 0.00
H -2.5367 -1.9413 -3.6854 0.02 -0.01 0.01
F 5.1109 -2.9347 2.2712 0.02 0.00 0.01
C 3.9213 -2.5826 1.7275 -0.04 -0.05 -0.04
C 3.1596 -3.5507 1.1038 0.04 0.05 0.03
C 1.9377 -3.1760 0.5554 0.02 -0.03 -0.02
C 1.4735 -1.8566 0.6110 -0.29 0.11 -0.14
C 2.2866 -0.9185 1.2577 0.02 0.00 0.09
C 3.5086 -1.2685 1.8187 -0.03 0.02 -0.02
H 3.5192 -4.5705 1.0583 0.00 0.00 0.00
H 1.3302 -3.9390 0.0802 0.00 0.01 0.00
H 1.9539 0.1114 1.3156 0.03 -0.01 0.00
H 4.1366 -0.5438 2.3218 0.00 0.00 0.00
```
Forces are in eV/Å.

As for the HOMO energy: -7.75 eV. The spin multiplicity is 1. The HOMO-LUMO gap comes out at 7.54 eV.

---

Q: The lowest spin multiplicity belongs to which entry?
A: C33H45FN4O2P2Pt